Run w
This record from the Open Molecules 2025 dataset describes a structure of composition C33H33BCl2N10NiOSi. The level of theory is ωB97M-V/def2-TZVPD.

Properties
<S²>: 3.76
molar mass: 754.19 g/mol
multiplicity: 4
HOMO-LUMO gap (spin up / spin down): 6.933 / 6.568 eV
net charge: -1
HOMO energy (spin up / spin down): -4.287 / -3.922 eV

Geometry (Å):
Ni  -0.138  0.015  0.160
C  -3.462  2.750  -0.680
C  -2.505  1.810  -1.087
N  -1.625  1.584  -0.124
N  -2.012  2.334  0.938
C  -3.113  3.048  0.617
B  -1.526  1.957  2.377
N  0.009  2.058  2.480
C  0.843  2.763  3.274
C  2.120  2.285  3.081
C  1.980  1.269  2.129
N  0.714  1.129  1.779
N  -1.922  0.450  2.622
C  -2.494  -0.139  3.693
C  -2.710  -1.468  3.393
C  -2.207  -1.614  2.092
N  -1.723  -0.470  1.643
N  -2.298  2.831  3.375
C  -3.615  2.702  3.675
C  -3.964  3.733  4.508
C  -2.767  4.464  4.664
N  -1.772  3.925  3.981
H  -4.285  3.147  -1.251
H  -2.419  1.300  -2.031
H  -3.564  3.722  1.328
H  0.459  3.545  3.905
H  3.030  2.640  3.536
H  2.730  0.639  1.677
H  -2.695  0.416  4.594
H  -3.155  -2.219  4.025
H  -2.170  -2.486  1.462
H  -4.208  1.900  3.264
H  -4.932  3.934  4.937
H  -2.591  5.358  5.244
C  2.358  -4.007  0.610
Si  0.808  -3.123  1.168
C  1.294  -2.148  2.694
C  -0.342  -4.522  1.773
N  0.090  -2.109  -0.020
C  -0.411  -2.609  -1.188
C  -0.554  -3.998  -1.472
C  -1.178  -4.477  -2.611
C  -1.697  -3.608  -3.563
C  -1.517  -2.246  -3.361
C  -0.862  -1.779  -2.242
O  -0.620  -0.398  -2.116
C  0.097  0.207  -3.153
C  0.099  1.588  -3.221
C  0.848  2.229  -4.199
C  1.598  1.503  -5.111
C  1.598  0.118  -5.024
C  0.852  -0.534  -4.053
H  2.734  -4.622  1.436
H  3.134  -3.289  0.328
H  2.185  -4.662  -0.253
H  0.985  -2.686  3.596
H  0.832  -1.162  2.719
H  2.380  -2.006  2.738
H  -0.728  -4.296  2.773
H  0.205  -5.470  1.837
H  -1.200  -4.683  1.114
H  -0.153  -4.708  -0.759
H  -1.264  -5.549  -2.754
H  -2.200  -3.973  -4.448
H  -1.846  -1.531  -4.106
H  -0.429  2.168  -2.482
H  0.862  3.312  -4.222
H  2.195  2.008  -5.861
H  2.205  -0.473  -5.700
H  0.886  -1.610  -3.974
Cl  1.993  3.182  -0.635
C  2.995  2.040  -1.515
C  4.033  2.535  -2.276
C  4.854  1.686  -3.010
C  4.586  0.323  -2.954
C  3.553  -0.170  -2.184
Cl  3.249  -1.891  -2.178
C  2.696  0.644  -1.393
N  1.738  0.186  -0.609
H  4.191  3.607  -2.292
H  5.672  2.072  -3.605
H  5.185  -0.383  -3.518

Run x
This record from the Open Molecules 2025 dataset describes a structure of composition C33H33BCl2N10NiOSi. The level of theory is ωB97M-V/def2-TZVPD.

Properties
<S²>: 3.78
molar mass: 754.19 g/mol
multiplicity: 4
HOMO-LUMO gap (spin up / spin down): 6.216 / 5.829 eV
net charge: -1
HOMO energy (spin up / spin down): -4.524 / -4.497 eV

Geometry (Å):
Ni  0.450  0.152  0.153
C  -0.871  0.816  5.056
C  0.113  2.528  2.738
N  1.133  0.540  2.098
N  -1.205  0.867  1.303
C  -0.784  0.386  3.775
B  -2.379  0.561  0.441
N  -2.241  -1.057  0.527
C  -3.100  -1.981  0.958
C  -2.403  -3.131  1.277
C  -1.077  -2.805  0.992
N  -0.959  -1.568  0.538
N  -2.033  1.116  -0.985
C  -2.807  1.577  -1.980
C  -1.997  2.039  -2.995
C  -0.700  1.812  -2.526
N  -0.716  1.268  -1.324
N  -3.656  1.125  1.009
C  -3.880  1.577  2.262
C  -5.187  1.994  2.327
C  -5.693  1.750  1.036
N  -4.772  1.225  0.246
H  -0.321  1.779  5.193
H  1.594  3.901  2.070
H  -1.273  -0.595  3.777
H  -4.152  -1.752  1.029
H  -2.792  -4.059  1.658
H  -0.194  -3.420  1.085
H  -3.878  1.553  -1.876
H  -2.297  2.484  -3.927
H  0.247  2.012  -3.004
H  -3.119  1.540  3.027
H  -5.695  2.406  3.181
H  -6.682  1.945  0.651
C  2.584  2.231  -0.426
Si  3.248  0.542  -1.004
C  4.742  0.107  0.044
C  3.794  0.787  -2.800
N  1.932  -0.591  -0.914
C  1.945  -1.618  -1.839
C  3.165  -2.284  -2.114
C  3.347  -3.180  -3.149
C  2.288  -3.476  -3.996
C  1.057  -2.908  -3.716
C  0.869  -2.050  -2.641
O  -0.399  -1.529  -2.444
C  -1.462  -2.382  -2.542
C  -2.662  -1.831  -2.972
C  -3.801  -2.618  -3.043
C  -3.750  -3.964  -2.706
C  -2.544  -4.509  -2.286
C  -1.402  -3.727  -2.197
H  2.689  2.994  -1.199
H  3.079  2.576  0.483
H  1.510  2.190  -0.199
H  5.410  0.968  0.150
H  5.323  -0.714  -0.381
H  4.413  -0.184  1.041
H  4.875  0.936  -2.870
H  3.307  1.662  -3.237
H  3.542  -0.078  -3.415
H  3.999  -2.059  -1.460
H  4.320  -3.632  -3.302
H  2.407  -4.137  -4.844
H  0.203  -3.130  -4.345
H  -2.688  -0.785  -3.240
H  -4.734  -2.171  -3.364
H  -4.639  -4.578  -2.764
H  -2.488  -5.554  -2.007
H  -0.469  -4.154  -1.854
Cl  -0.208  1.094  2.365
C  1.316  3.317  2.955
C  1.460  4.112  4.201
C  2.576  4.077  4.934
C  3.694  3.197  4.684
C  3.658  2.160  3.824
Cl  4.989  1.020  3.854
C  2.551  1.866  2.995
N  2.423  0.628  2.398
H  0.635  4.768  4.448
H  2.656  4.728  5.796
H  4.572  3.299  5.307

Most stable pick: run w. Distance to second place: 1949.4 kJ/mol.